{"formula": "C34H38N3", "method": "ωB97M-V with the def2-TZVPD basis set", "relative_energy_kcal_mol": 0.00, "e_tot_ha": -1482.43446, "total_charge": 1, "homo_energy_ha": -0.32747, "species": ["C", "C", "C", "C", "C", "C", "H", "C", "H", "H", "N", "H", "C", "C", "C", "H", "H", "H", "N", "H", "C", "H", "C", "H", "H", "C", "C", "H", "H", "H", "H", "H", "H", "C", "C", "C", "C", "C", "C", "H", "H", "H", "C", "C", "C", "C", "H", "C", "H", "H", "H", "H", "N", "C", "H", "H", "H", "H", "H", "C", "C", "H", "C", "H", "H", "H", "C", "H", "H", "H", "H", "C", "C", "C", "C"], "positions_angstrom": [[1.820410, 0.770272, -1.010834], [-0.951400, 1.711021, 0.052596], [-4.063427, -0.257099, -2.180713], [-1.730807, -0.152116, -1.285076], [-0.401673, -2.523306, 2.590063], [2.873624, 4.690614, -2.334159], [-3.807794, -2.522839, 3.037319], [2.466373, -4.557301, 0.099681], [5.603903, -3.883984, -0.131147], [3.916269, -4.705160, -1.498755], [-4.493213, 2.217813, -0.795741], [-4.434988, -1.132356, -1.625820], [3.800395, 3.672776, -2.052775], [4.919137, -4.520911, 0.434551], [-2.210473, 2.291340, 0.009647], [-3.521236, 4.767949, -0.804472], [4.876035, 3.810628, -2.160170], [5.497221, -5.337132, 0.873323], [2.831290, -3.671289, 1.189294], [-4.975240, 1.325705, -3.332014], [3.158316, 0.289946, -0.986807], [-6.408231, 2.201443, -1.539731], [-0.648282, 0.511039, -0.645636], [-1.519997, -1.095293, -1.795528], [0.790980, 5.239430, -2.433178], [-0.036530, -2.034231, 3.875587], [3.291349, 2.456256, -1.613636], [4.639708, -2.674622, 1.601780], [-6.030017, 0.811497, -0.502549], [1.021920, -1.940181, 4.124134], [-2.546749, 3.451465, 1.761408], [0.824910, -1.088546, -0.735555], [-2.070905, -3.104655, 1.341744], [0.584730, -2.915509, 1.613164], [-3.257142, 1.647485, -0.714963], [-2.367357, -1.894257, 4.530516], [-2.990682, 0.414139, -1.378590], [3.799459, -5.065232, -0.473628], [4.243596, -3.698146, 1.537796], [-5.157170, 2.961110, 1.055781], [3.509105, -0.708652, -0.755004], [0.213488, -3.335203, 0.674086], [-4.861726, 3.327676, 0.055832], [5.447957, 1.152141, -1.497270], [-2.456476, 3.610242, 0.675452], [-5.243927, 0.653767, -2.508117], [-0.053400, 2.957025, -1.859350], [-3.717350, 4.314415, 0.175109], [-5.742968, 3.796858, -0.394911], [3.809103, -6.156947, -0.498050], [3.231838, 5.669311, -2.650714], [1.868403, -4.029005, -0.658337], [4.008671, 1.286911, -1.351869], [-2.749412, -2.384242, 3.271311], [4.398537, -4.167730, 2.523507], [2.363100, -2.345442, 2.687731], [-3.122665, -1.638804, 5.273027], [-6.106011, 0.065719, -2.829559], [1.851881, -5.405251, 0.451537], [1.013449, 3.166990, -1.840103], [-1.007742, -1.722554, 4.824303], [5.693408, 0.390729, -2.251432], [1.910675, 2.179429, -1.451465], [5.865358, 2.112048, -1.811599], [-4.011652, 5.115932, 0.856662], [-1.587963, 4.266880, 0.530172], [0.688116, -0.005149, -0.751777], [5.908130, 0.854794, -0.545251], [-0.152279, 2.215380, 0.599568], [-0.697783, -1.338761, 5.799694], [-3.631610, -0.643134, -3.111925], [1.943337, -2.939959, 1.869660], [-5.629523, 1.472103, -1.292802], [1.498032, 4.435031, -2.218587], [-1.786408, -2.690313, 2.313566]], "forces_ev_per_angstrom": [[0.07, 0.29, 0.18], [-0.24, 0.26, -0.63], [-0.40, -0.61, -0.19], [0.08, 0.18, 0.08], [-0.98, 0.66, 1.00], [0.28, -0.63, 0.32], [0.33, 0.02, 0.11], [-0.03, -0.28, 0.02], [0.00, -0.20, 0.04], [0.07, -0.14, 0.10], [0.27, -0.21, 0.13], [0.10, 0.15, -0.08], [-0.44, 0.34, -0.04], [0.15, 0.08, 0.01], [0.60, -0.52, -0.20], [-0.11, -0.08, 0.11], [-0.38, 0.19, -0.06], [0.01, 0.17, -0.12], [0.69, -0.02, -0.74], [-0.07, -0.03, 0.14], [0.18, 1.33, -0.65], [0.09, -0.20, 0.00], [-0.11, -0.11, 0.38], [-0.19, 0.22, 0.09], [0.20, -0.36, -0.06], [-0.48, -0.25, -0.50], [-0.49, 0.05, -0.17], [-0.03, -0.20, -0.02], [0.07, 0.15, -0.13], [-0.39, 0.05, 0.07], [0.04, 0.04, -0.20], [-0.09, 0.14, -0.03], [0.00, 0.17, 0.30], [1.60, -0.22, -0.31], [0.05, 0.00, -0.12], [0.09, -0.01, -0.33], [0.62, -0.01, 0.21], [-0.13, 0.04, -0.13], [0.08, -0.05, 0.26], [0.05, 0.07, -0.19], [0.02, 0.15, 0.03], [0.10, -0.23, 0.42], [0.08, 0.28, 0.31], [0.47, -0.26, 0.07], [-0.04, 0.42, 0.68], [0.10, 0.09, -0.14], [0.23, 0.23, 0.14], [0.08, 0.06, -0.14], [0.18, 0.00, 0.15], [0.02, 0.16, -0.08], [-0.14, -0.25, 0.09], [0.14, -0.04, 0.16], [-0.81, -1.42, 0.66], [0.18, 0.20, 0.30], [-0.12, 0.15, -0.21], [-0.14, -0.48, -0.11], [0.18, -0.12, -0.18], [0.11, 0.02, -0.04], [0.03, 0.37, 0.08], [-0.10, 0.75, -0.08], [-0.05, 0.00, -0.27], [-0.15, 0.29, 0.17], [0.84, -0.09, -0.07], [-0.06, -0.35, 0.11], [0.13, -0.04, -0.07], [-0.14, -0.18, 0.07], [-0.32, 0.31, -0.37], [-0.17, 0.17, -0.24], [-0.23, -0.09, -0.13], [-0.15, -0.16, -0.30], [-0.07, 0.01, 0.18], [-1.94, 0.35, 0.09], [-0.18, -0.36, -0.16], [-0.04, -0.51, 0.00], [0.78, 0.09, 0.21]]}

{"formula": "C34H38N4O7Pb", "method": "ωB97M-V with the def2-TZVPD basis set", "relative_energy_kcal_mol": 71.55, "e_tot_ha": -2256.81900, "homo_energy_ha": [-0.24796, -0.17448], "species": ["H", "H", "H", "C", "C", "H", "C", "H", "C", "H", "C", "H", "H", "O", "C", "N", "H", "H", "H", "C", "C", "O", "Pb", "C", "H", "H", "H", "H", "C", "C", "C", "N", "C", "H", "H", "H", "H", "H", "O", "C", "O", "H", "C", "C", "C", "C", "C", "H", "H", "C", "H", "H", "C", "C", "H", "O", "C", "C", "H", "C", "H", "C", "N", "H", "H", "H", "C", "O", "C", "O", "C", "C", "H", "H", "C", "C", "H", "C", "N", "H", "C", "H", "H", "H"], "positions_angstrom": [[-4.496953, -2.723449, 3.822081], [0.852519, -2.012266, -5.771927], [0.587650, 2.591450, 2.008567], [-2.034665, -2.098754, 3.026899], [-2.627301, 0.032372, 4.251607], [6.212859, 1.019159, -0.398707], [-1.736489, -0.930077, -1.896574], [0.704855, -0.237818, -5.881225], [4.474031, -2.025334, 2.836633], [-2.017881, -4.333871, 3.308417], [-5.087024, -1.080163, 5.109478], [3.642065, 0.463016, -1.996073], [-1.331862, 3.645437, 1.317975], [-0.242930, -3.450055, 3.831765], [-1.366295, 2.579476, 1.595194], [-1.672412, 1.082328, -0.419110], [-5.994365, -1.506585, 5.508787], [-0.157039, -1.754934, -3.600465], [5.862147, -0.264368, -1.537020], [2.557626, -2.992404, 3.949990], [-1.216875, 2.131030, -1.453029], [-2.055036, -0.910498, -3.247796], [0.770408, -0.071554, 0.466350], [-3.412261, 0.747324, 5.149144], [-2.060145, 2.524110, -2.071668], [1.962212, -3.544877, 4.715451], [2.334835, 4.843553, -2.700708], [3.349150, 4.813458, 1.440183], [-4.571707, 0.171083, 5.625754], [3.934158, -2.756444, 3.926155], [2.663872, 4.181764, -1.874658], [-0.670655, -1.527348, 2.726138], [-1.087322, -1.480778, -4.070446], [-2.216942, -2.487243, -7.069400], [-3.114565, -0.398650, -0.295028], [-2.500722, -2.440132, 2.040514], [0.120433, -1.234331, -7.269325], [3.238809, 2.369543, -2.989141], [5.348933, -0.669594, 0.460843], [-2.294334, 1.734682, 0.737219], [0.001240, 2.069610, 1.419994], [-3.203323, 2.273825, 0.332012], [1.726338, -2.286122, 2.978802], [-4.260946, -1.779832, 4.212727], [3.798084, 2.946261, 0.354589], [2.736937, 4.834945, -0.654549], [-2.271667, -0.187818, -5.913779], [2.138343, 5.762492, -0.552020], [-3.022014, 1.672500, 5.436175], [3.368764, 4.252550, 0.473557], [-2.860899, -2.845467, -5.544688], [-1.608708, 2.358862, 2.649271], [-1.907688, -2.646131, -6.047349], [-2.555253, 0.077867, -1.121405], [-2.053988, 0.678191, -5.322202], [-0.267296, 1.120759, -3.505330], [-3.038902, -1.205707, 3.761739], [-1.255812, -1.362655, -5.524812], [-3.248127, 0.709529, -1.716570], [3.224043, 2.920342, -1.993604], [4.492287, -3.258371, 4.692067], [0.210944, -2.376791, 3.169208], [3.243310, -0.000873, 0.000213], [-0.721095, 2.934225, -0.894230], [-2.822134, 0.930506, 1.370248], [5.443687, -1.970542, 2.526534], [3.700772, 2.286650, -0.887752], [-0.869570, -1.654290, -1.393167], [4.016840, 0.783473, -0.969014], [0.949806, 1.070779, -1.680282], [4.016968, -0.724180, 0.718397], [-0.132850, 1.419295, -2.294551], [-1.723060, 0.562249, 3.850105], [-1.216915, -3.489034, -6.028606], [0.178137, -1.175286, -6.138479], [3.571844, -1.476174, 1.915369], [-2.056940, -3.410117, 4.843112], [5.464050, 0.243416, -0.649228], [2.208798, -1.485030, 2.037792], [-3.283841, -0.509410, -5.652353], [-1.682466, -3.419667, 3.798630], [4.340287, 2.525946, 1.200138], [-5.156669, 0.716288, 6.393532], [-2.262057, 0.114662, -6.963047]], "forces_ev_per_angstrom": [[-0.61, -1.27, -0.32], [-0.80, 0.80, -0.52], [-0.40, -0.42, -0.53], [0.10, -0.97, -1.44], [0.34, 0.65, -1.17], [-0.58, -0.21, 0.11], [0.87, -0.95, -0.83], [-0.69, -0.30, 0.12], [-3.92, -0.69, 0.14], [-0.03, 0.13, -0.05], [2.31, 1.16, 0.19], [0.80, 0.33, 1.12], [-0.38, -0.38, 0.33], [-0.10, -0.42, 0.13], [1.06, -0.62, 0.03], [0.66, 0.69, -1.37], [-0.08, 0.04, -0.09], [-0.06, 0.03, 0.11], [-0.11, -0.24, 0.37], [-3.00, 1.74, -1.50], [0.04, -1.18, 0.72], [1.22, -0.66, 1.62], [0.20, -0.79, -0.70], [-0.26, -1.96, -0.68], [0.49, -0.37, 0.45], [1.12, 0.30, -0.65], [-0.10, -1.15, 0.24], [0.33, -0.65, -0.92], [-1.77, -0.56, 0.15], [0.20, -0.09, -0.60], [0.70, 1.57, -0.14], [-0.13, -0.75, 0.30], [-0.46, 0.37, 0.81], [0.15, 0.01, -0.65], [0.17, -0.21, -0.60], [0.57, 0.67, 1.00], [0.07, -0.04, 1.22], [-0.21, 0.80, 1.45], [-0.40, 0.46, -0.63], [-2.68, -1.55, -0.63], [-0.20, 1.27, 0.87], [0.87, 0.36, 0.72], [-0.40, -2.01, 3.22], [0.63, 2.30, 0.35], [0.72, 0.37, -0.23], [-0.80, 0.23, 0.95], [0.67, -0.89, 0.59], [0.90, -0.36, 0.01], [0.07, 1.38, 0.82], [-1.39, 0.80, -0.21], [0.41, -0.19, 0.35], [-0.24, 0.82, -0.41], [-0.11, -0.02, -0.41], [-0.26, 1.81, 1.60], [0.23, 0.56, 0.34], [-0.87, 1.29, 1.43], [0.81, -0.45, 0.98], [-0.41, 1.22, -1.05], [0.14, -1.01, -0.19], [-0.46, -0.49, -2.26], [0.70, 0.10, 0.02], [0.47, 1.15, -0.84], [-0.89, 0.49, -0.09], [-0.18, -0.11, -0.23], [1.21, 0.88, -0.69], [2.75, 0.14, -0.02], [0.83, -1.42, 1.60], [-1.75, 1.54, -1.01], [-0.18, -0.76, -0.87], [-0.96, 0.47, 0.82], [0.43, -0.75, 2.13], [1.70, -1.20, -1.94], [-0.67, -1.11, 0.48], [-0.20, -0.15, 0.23], [0.17, -0.77, -0.67], [1.17, 0.60, -1.04], [0.24, 0.02, -0.55], [0.56, 0.95, -0.92], [-0.44, 0.39, -0.36], [0.06, 0.01, -0.10], [-0.13, 0.54, 0.73], [-0.34, -0.44, -0.15], [0.32, -0.47, -0.59], [0.25, -0.42, -0.03]]}